one | Density functional theory data (ωB97M-V with the def2-TZVPD basis set) for a 2-piece molecular cluster, C3H5N3S2 overall.

```
13
C3H5N3S2, DFT ωB97M-V with the def2-TZVPD basis set
C 1.978 -0.806 -0.279
C 1.253 0.493 -1.800
C -2.155 0.620 1.385
N 2.888 0.198 -0.439
N 2.399 0.992 -1.355
N 0.937 -0.641 -1.106
S -1.698 -1.157 1.672
S -1.562 -2.017 -0.055
H 2.237 -1.793 0.273
H 0.723 1.137 -2.404
H -3.229 0.685 1.337
H -1.642 1.038 0.532
H -2.129 1.252 2.238
```

## Properties
* spin multiplicity: 1
* HOMO energy (alpha / beta): -8.23 / -8.89 eV
* total charge: 0

=====

two | Density functional theory data (ωB97M-V with the def2-TZVPD basis set) for the molecule C3H5N3S2.

```
13
C3H5N3S2, DFT ωB97M-V with the def2-TZVPD basis set
C -3.673 -0.762 0.011
N -2.467 -1.183 0.075
N -1.637 -0.142 -0.238
C -0.414 -0.490 0.043
N 0.579 0.473 0.076
S 0.269 2.240 -0.017
C 1.944 0.061 0.032
S 2.511 -1.446 -0.042
H -4.478 -1.446 0.321
H -3.811 0.325 -0.226
H -0.181 -1.523 0.306
H -1.107 2.069 0.286
H 2.620 0.973 0.350
```

## Properties
* spin multiplicity: 1
* HOMO energy: -8.72 eV
* SMILES: C=N/N=C/N(S)C=S
* total charge: 0

=====

three | Density functional theory data (ωB97M-V with the def2-TZVPD basis set) for the molecule C3H5N3S2.

```
13
C3H5N3S2, DFT ωB97M-V with the def2-TZVPD basis set
H 1.057 1.066 2.778
N 1.223 0.230 2.212
C 0.549 0.321 1.134
N 0.792 -0.550 0.070
N 0.154 -0.483 -1.104
C 0.879 -0.690 -2.133
S -0.864 1.512 0.880
C -2.217 0.519 0.539
S -3.535 1.149 -0.143
H 1.692 -0.988 0.182
H 1.962 -0.839 -2.037
H 0.470 -0.738 -3.132
H -2.163 -0.510 0.754
```

## Properties
* spin multiplicity: 1
* HOMO energy: -8.80 eV
* SMILES: [H]/N=C(/NN=C)SC=S
* total charge: 0

=====

Most stable of them? three.

=====

one | Density functional theory data (ωB97M-V with the def2-TZVPD basis set) for a 2-piece molecular cluster, C2H7O2 overall.

```
11
C2H7O2, DFT ωB97M-V with the def2-TZVPD basis set
C -0.056 -0.612 0.622
O 0.313 -0.379 -0.666
C 1.122 -0.572 1.614
H -0.553 -1.608 0.758
H -0.822 0.118 0.972
H 1.365 0.431 1.949
H 1.987 -0.988 1.105
H 0.907 -1.209 2.489
H -0.700 0.573 -1.324
H -0.811 1.889 -2.161
O -1.328 1.362 -1.555
```

## Properties
* spin multiplicity: 1
* HOMO energy: -2.83 eV
* total charge: -1

=====

two | Density functional theory data (ωB97M-V with the def2-TZVPD basis set) for C2H7O2 as an isolated structure.

```
11
C2H7O2, DFT ωB97M-V with the def2-TZVPD basis set
O 0.933 -1.639 -1.870
H 0.680 -0.494 -1.306
C -0.774 0.510 0.462
O 0.089 0.423 -0.557
C -0.183 0.942 1.971
H -1.555 -0.436 0.558
H -1.591 1.283 0.248
H 0.186 -2.221 -1.685
H 0.737 0.334 2.079
H -0.890 0.553 2.707
H -0.009 1.996 2.214
```

## Properties
* spin multiplicity: 1
* HOMO energy: -3.55 eV
* total charge: -1

=====

Most stable of them? one.

=====

one | Density functional theory data (ωB97M-V with the def2-TZVPD basis set) for a 3-piece molecular cluster, C6H14N2O overall.

```
23
C6H14N2O, DFT ωB97M-V with the def2-TZVPD basis set
C 0.420 -0.335 0.111
C 0.161 -1.574 1.752
C -0.872 0.156 0.419
C 0.604 -1.230 -1.090
C 1.619 0.516 0.446
C -1.049 1.481 -1.144
N -1.807 1.071 -2.207
O 0.567 -0.916 2.917
N -0.493 2.630 -1.191
H -0.166 -0.383 3.252
H -1.982 1.755 -2.939
H -2.308 0.199 -2.154
H 0.100 2.812 -0.384
H 0.908 -2.320 1.488
H -0.813 -2.059 1.850
H -0.967 0.866 1.234
H -1.721 -0.495 0.235
H 1.505 -1.839 -0.978
H 1.375 1.323 1.137
H 0.736 -0.621 -1.988
H -0.257 -1.884 -1.242
H 2.058 0.951 -0.454
H 2.382 -0.104 0.929
```

## Properties
* spin multiplicity: 1
* HOMO energy: -7.36 eV
* total charge: 0

=====

two | Density functional theory data (ωB97M-V with the def2-TZVPD basis set) for the molecule C6H14N2O.

```
23
C6H14N2O, DFT ωB97M-V with the def2-TZVPD basis set
C 0.588 -2.167 0.447
N 0.970 -1.023 -0.353
C 1.528 0.244 0.348
O 2.441 0.803 -0.329
H 1.628 -1.242 -1.093
H 1.743 -0.038 1.411
H 0.672 -3.095 -0.123
H -0.453 -2.077 0.779
H 1.206 -2.252 1.352
C -0.248 0.902 -2.067
C -0.643 1.038 1.809
C -0.657 0.512 -0.684
N -1.830 -0.122 -0.537
C 0.028 1.127 0.448
H -2.265 -0.567 -1.330
H -2.198 -0.296 0.384
H 0.333 2.146 0.220
H 0.829 1.075 -2.081
H -0.752 1.839 -2.327
H -0.519 0.138 -2.797
H -0.770 0.002 2.138
H -0.011 1.524 2.553
H -1.621 1.528 1.834
```

## Properties
* spin multiplicity: 1
* HOMO energy: -7.35 eV
* total charge: 0

=====

Most stable of them? two.